(1)
{"formula": "C13H25BFO7", "method": "ωB97M-V/def2-TZVPD", "symbols": ["O", "C", "O", "C", "C", "B", "O", "C", "C", "O", "F", "O", "H", "H", "H", "H", "H", "H", "H", "H", "H", "C", "C", "C", "O", "C", "H", "H", "H", "H", "H", "H", "H", "H", "C", "C", "C", "O", "C", "H", "H", "H", "H", "H", "H", "H", "H"], "xyz": [[2.65800, 1.75551, 1.48163], [2.28745, 1.54676, 0.35445], [2.18735, 0.38400, -0.25051], [2.33542, -0.82226, 0.55654], [1.40433, -1.91651, 0.05805], [-0.16595, -1.53377, -0.08344], [-0.52018, -0.48099, -1.09077], [-1.18378, 0.56113, -0.45269], [-1.51685, 0.05113, 0.94682], [-2.86135, -0.33593, 1.05771], [-1.35338, 1.10200, 1.89228], [-0.64705, -0.92266, 1.23113], [1.89660, 2.34375, -0.29766], [2.12601, -0.56785, 1.59770], [3.38962, -1.11414, 0.45805], [1.45081, -2.69762, 0.83526], [1.81551, -2.36160, -0.85483], [-0.82488, -2.57150, -0.32422], [-2.07218, 0.88700, -1.01312], [-0.53943, 1.44850, -0.30832], [-2.94002, -0.81554, 1.89569], [5.32123, -0.78012, -3.44534], [5.99388, -2.14673, -3.31155], [5.22246, -2.74696, -2.14006], [3.91026, -2.20758, -2.21384], [3.86767, -1.12281, -3.13790], [5.44639, -0.32302, -4.42664], [5.71462, -0.09218, -2.69374], [5.83213, -2.73772, -4.21611], [7.06651, -2.09307, -3.12542], [5.67648, -2.45959, -1.18399], [5.15960, -3.83608, -2.17616], [3.33650, -1.44330, -4.04128], [3.31023, -0.30423, -2.68246], [-6.06518, 2.72780, 1.59530], [-4.63151, 2.51657, 2.07874], [-4.85663, 2.02945, 3.50201], [-6.10081, 1.31910, 3.49136], [-6.78223, 1.55997, 2.26107], [-6.16435, 2.71542, 0.51045], [-6.46100, 3.67733, 1.96606], [-4.14190, 1.73878, 1.49146], [-4.01542, 3.41365, 2.03788], [-4.93689, 2.86800, 4.20422], [-4.06909, 1.36056, 3.84884], [-6.72666, 0.66009, 1.63912], [-7.83238, 1.76726, 2.47822]], "atomic_forces_ev_per_a": [[0.2, 0.0, 0.0], [-0.5, 0.1, 0.3], [-0.1, 0.0, -0.2], [0.2, -0.4, 0.0], [0.2, 0.2, 0.1], [-0.3, -0.4, -0.2], [0.0, 0.1, 0.1], [0.1, 0.2, -0.1], [0.0, 0.0, 0.2], [0.0, 0.1, 0.1], [-0.1, -0.1, -0.1], [-0.1, 0.2, 0.1], [0.3, 0.0, -0.1], [0.0, 0.1, -0.2], [-0.1, 0.1, 0.1], [0.0, 0.0, -0.2], [-0.1, 0.1, 0.0], [0.2, 0.2, 0.0], [0.0, -0.1, 0.2], [0.0, -0.1, -0.1], [0.2, 0.0, -0.2], [0.0, 0.0, 0.0], [0.0, 0.0, 0.0], [0.0, 0.1, 0.0], [0.0, -0.1, 0.0], [0.0, 0.1, 0.0], [0.0, 0.0, 0.0], [0.0, 0.0, 0.0], [0.0, 0.0, 0.0], [0.0, 0.0, 0.0], [0.0, 0.0, 0.0], [0.0, 0.0, 0.0], [0.0, 0.0, 0.0], [0.0, 0.0, 0.0], [0.0, 0.0, 0.0], [0.0, -0.1, -0.1], [0.0, 0.0, 0.0], [0.0, 0.0, 0.0], [0.0, 0.0, 0.0], [0.0, 0.0, 0.0], [0.0, 0.0, 0.0], [0.0, 0.0, 0.0], [0.0, 0.0, 0.0], [0.0, 0.0, 0.0], [0.0, 0.0, 0.0], [0.0, 0.0, 0.0], [0.0, 0.0, 0.0]], "lowdin_charge": [0.047, -0.392, -0.026, -0.168, -0.100, -0.645, -0.045, -0.143, -0.618, 0.050, 0.006, 0.066, 0.138, 0.117, 0.112, 0.099, 0.080, 0.096, 0.125, 0.113, 0.110, -0.170, -0.176, -0.210, -0.147, -0.192, 0.106, 0.112, 0.109, 0.105, 0.116, 0.115, 0.119, 0.116, -0.172, -0.166, -0.199, -0.148, -0.216, 0.108, 0.107, 0.095, 0.114, 0.112, 0.115, 0.116, 0.109], "largest_force_ev_per_a": 0.6, "lumo_energy_ev": 2.891, "total_charge": -1}

***

(2)
{"formula": "C4H12", "method": "ωB97M-V/def2-TZVPD", "symbols": ["C", "C", "H", "H", "H", "H", "H", "H", "C", "C", "H", "H", "H", "H", "H", "H"], "xyz": [[-1.19977, -0.97798, 1.27740], [-2.58136, -0.36186, 1.35219], [-1.05505, -1.63638, 2.13586], [-1.09480, -1.57912, 0.37281], [-0.39702, -0.24986, 1.27855], [-2.84075, 0.27746, 0.51312], [-2.77810, 0.13025, 2.30246], [-3.36800, -1.12639, 1.32002], [2.52036, 0.71872, -1.76936], [1.27351, 0.68018, -0.88281], [3.38488, 1.13948, -1.27353], [2.84873, -0.29225, -2.04437], [2.33795, 1.16788, -2.74430], [1.54670, 0.97456, 0.10051], [0.85152, -0.31359, -0.78768], [0.55121, 1.44890, -1.15087]], "atomic_forces_ev_per_a": [[-0.1, -0.3, 0.0], [-0.9, -0.5, 0.1], [0.1, 0.0, -0.1], [0.0, 0.0, 0.0], [0.0, 0.2, 0.0], [0.3, 0.4, 0.0], [0.2, 0.4, -0.1], [0.3, -0.2, 0.0], [0.0, -1.1, -0.6], [0.4, 0.4, -0.2], [0.0, 0.5, 0.0], [-0.2, 0.0, 0.2], [0.1, 0.4, 0.2], [0.4, 0.1, 1.1], [-0.3, 0.0, -0.3], [-0.3, -0.4, -0.4]], "lowdin_charge": [-0.174, -0.176, 0.065, 0.063, 0.042, 0.059, 0.060, 0.062, -0.165, -0.171, 0.056, 0.061, 0.059, 0.043, 0.049, 0.068], "largest_force_ev_per_a": 1.2, "de_lowest_kj_mol": 26.2, "lumo_energy_ev": 1.167, "smiles": "CC.CC"}

***

(3)
{"formula": "CF4NO", "method": "ωB97M-V/def2-TZVPD", "symbols": ["C", "N", "O", "F", "F", "F", "F"], "xyz": [[-2.39082, 0.00860, 0.07471], [2.22202, -0.12831, -0.45232], [-2.94110, -0.95330, 0.13694], [0.87099, -0.27099, -0.15864], [-1.86601, 1.10062, 0.02346], [2.41389, 1.15589, -0.12882], [2.75944, -0.79562, 0.55009]], "atomic_forces_ev_per_a": [[0.3, 1.3, 0.0], [-0.1, -0.1, -1.1], [0.0, -0.4, 0.0], [-1.0, -0.1, 0.0], [-0.2, -0.8, 0.0], [0.3, 0.7, 0.3], [0.7, -0.4, 0.9]], "lowdin_charge": [-0.020, -0.076, 0.517, -0.034, 0.476, 0.058, 0.079], "largest_force_ev_per_a": 1.3, "de_lowest_kj_mol": 40.8, "lumo_energy_ev": -6.780, "total_charge": 1}

***

(4)
{"formula": "CH2N2S3", "method": "ωB97M-V/def2-TZVPD", "symbols": ["C", "N", "N", "S", "S", "S", "H", "H"], "xyz": [[0.47293, -0.91772, 0.98882], [1.34413, -0.55567, 0.16151], [0.36214, 1.79969, -0.79540], [-1.24953, -0.50872, 0.98902], [-0.83936, 1.69120, -1.62430], [-1.83663, -0.06740, -0.91803], [0.78026, -1.41278, 1.81856], [0.96607, -0.02860, -0.62018]], "atomic_forces_ev_per_a": [[-0.2, 2.0, -3.1], [0.3, -0.9, -0.1], [0.1, 1.5, -0.5], [-0.5, 0.4, 0.2], [0.4, -0.4, 1.0], [-0.8, -1.0, -0.4], [0.5, -1.6, 2.8], [0.0, -0.1, 0.1]], "lowdin_charge": [-0.625, 0.043, -0.486, 0.470, 0.533, 0.092, 0.022, -0.049], "largest_force_ev_per_a": 3.7, "de_lowest_kj_mol": 90.4, "lumo_energy_ev": -1.486}

***

(5)
{"formula": "Cl2O2S", "method": "ωB97M-V/def2-TZVPD", "symbols": ["O", "O", "S", "Cl", "Cl"], "xyz": [[0.95455, 0.74977, 0.50274], [0.28580, -1.42853, -0.84465], [0.02141, -0.17923, -0.05785], [-0.82698, 1.24103, -1.35500], [-1.72196, -0.16858, 1.29641]], "atomic_forces_ev_per_a": [[0.4, -2.1, 0.7], [-0.9, 3.7, 3.3], [-1.1, 0.3, -2.8], [-0.2, -1.1, -0.1], [1.8, -0.7, -1.2]], "lowdin_charge": [-0.416, -0.360, 0.227, 0.302, 0.247], "largest_force_ev_per_a": 5.0, "de_lowest_kj_mol": 41.4, "lumo_energy_ev": -2.522, "smiles": "O=S(=O)(Cl)Cl"}

***

(6)
{"formula": "C14H10Cl5N2OsS", "method": "ωB97M-V/def2-TZVPD", "symbols": ["Os", "Cl", "C", "C", "C", "Cl", "C", "Cl", "C", "Cl", "C", "Cl", "C", "H", "H", "N", "C", "S", "N", "C", "C", "C", "C", "C", "C", "H", "H", "H", "H", "H", "H", "H", "H"], "xyz": [[-1.01310, 2.70337, 0.54582], [2.16573, 0.94341, -0.16976], [2.05812, 2.66004, -0.18354], [0.82430, 3.29298, -0.08271], [0.82117, 4.67552, -0.15044], [-0.83901, 5.24703, -0.12416], [1.92892, 5.48234, -0.27230], [1.78081, 7.18027, -0.34237], [3.16191, 4.82411, -0.33655], [4.59330, 5.74826, -0.47269], [3.22480, 3.42546, -0.29902], [4.74957, 2.65033, -0.39586], [-2.19404, 2.32371, -0.81226], [-2.81294, 1.42373, -0.76574], [-2.41366, 2.98852, -1.64726], [-0.78359, -0.53649, -0.63309], [-0.86533, -0.63280, 0.67668], [-0.91207, 0.82012, 1.67922], [-0.88966, -1.78891, 1.31798], [-0.91993, -3.10706, 0.76362], [-0.20948, -4.09711, 1.42953], [-0.23087, -5.39367, 0.94450], [-0.95360, -5.69942, -0.20046], [-1.67471, -4.70823, -0.84675], [-1.67131, -3.40621, -0.36503], [-0.67153, 0.39368, -1.01512], [-0.60123, -1.34687, -1.20735], [-0.80780, -1.72950, 2.32353], [0.36242, -3.85152, 2.31592], [0.32250, -6.16508, 1.46169], [-0.96603, -6.71188, -0.57918], [-2.26234, -4.94600, -1.72279], [-2.30130, -2.66212, -0.83406]], "atomic_forces_ev_per_a": [[-0.1, 0.7, -0.3], [0.0, 0.0, 0.0], [0.0, 0.2, 0.0], [0.0, 0.0, 0.0], [-0.2, -0.1, -0.2], [-0.1, 0.0, 0.2], [-0.1, -0.1, 0.0], [0.0, 0.0, 0.0], [0.1, 0.0, 0.0], [0.0, 0.0, 0.0], [0.0, 0.0, 0.0], [0.0, 0.0, 0.0], [0.3, -0.2, 0.4], [-0.2, 0.2, 0.0], [0.3, 0.0, -0.1], [-0.1, -0.1, 0.0], [0.2, 0.2, 0.0], [-0.1, -0.6, 0.0], [-0.1, 0.0, 0.1], [0.1, 0.0, 0.0], [0.1, 0.0, -0.1], [0.0, 0.0, 0.0], [0.0, 0.0, 0.0], [0.0, 0.0, 0.0], [-0.1, -0.1, 0.1], [0.1, 0.0, 0.0], [0.0, 0.0, 0.0], [-0.1, 0.0, 0.0], [0.0, 0.0, 0.0], [0.0, 0.0, 0.0], [0.0, 0.0, 0.0], [0.0, 0.0, 0.0], [0.0, 0.0, 0.0]], "lowdin_charge": [0.826, 0.713, -0.690, -0.388, -0.671, 0.735, -0.707, 0.750, -0.685, 0.741, -0.692, 0.725, -0.239, -0.007, 0.003, 0.146, -0.722, 0.631, 0.079, -0.227, -0.013, -0.054, -0.061, -0.058, -0.038, 0.055, 0.123, 0.142, 0.122, 0.116, 0.115, 0.115, 0.117], "largest_force_ev_per_a": 0.8, "lumo_energy_ev": -4.374, "total_charge": 1}

***

no.,orbital gap (Eh)
1,0.2655
2,0.4719
3,0.3409
4,0.2773
5,0.3463
6,0.2689